Record 1
ORCA calculation (the ωB97M-V functional and the def2-TZVPD basis) on a 2-piece molecular cluster, C19H25NO3 overall at a distorted geometry.

Structure (XYZ):
```
48
Properties=species:S:1:pos:R:3
O -0.399 2.104 0.721
O 0.036 -2.396 1.771
O -2.024 -1.640 1.475
N -2.076 1.329 4.863
C -0.841 -1.361 1.665
C 1.916 -0.837 1.372
C -1.014 1.069 1.064
C -1.337 0.160 5.366
C -2.491 0.938 0.821
C 1.484 -2.214 1.794
C -2.476 3.908 2.421
C -3.113 6.070 3.298
C -3.006 5.178 2.225
C -2.141 4.406 4.769
C -3.363 1.572 5.554
C -3.127 1.834 7.035
C 1.087 0.167 2.186
C -2.076 3.469 3.702
C -2.381 0.665 7.676
C -2.672 5.679 4.571
C -1.594 2.098 3.910
C -0.340 0.027 1.801
C -1.150 0.209 6.887
H 1.891 -2.989 1.131
H -3.071 -0.181 7.780
H -0.309 0.877 7.110
H -2.716 -0.033 0.373
H -3.902 2.397 5.080
H -2.821 1.757 0.175
H -1.740 4.123 5.745
H -0.368 0.121 4.855
H -2.072 0.948 8.688
H -2.553 2.762 7.161
H -2.740 6.371 5.410
H -0.721 1.750 3.354
H 1.195 -0.065 3.261
H -2.342 3.228 1.584
H 1.722 -0.677 0.302
H 1.430 1.185 1.992
H 2.987 -0.705 1.551
H -1.904 -0.741 5.087
H -3.323 5.478 1.225
H -3.027 0.991 1.780
H 1.809 -2.431 2.820
H -0.848 -0.790 7.219
H -4.093 1.991 7.528
H -3.523 7.070 3.143
H -3.954 0.649 5.448
```

Calculated values
Relative energy (zero: lowest compared OMol25 entry of this formula, charge and spin) = 383.5 kJ/mol
HOMO energy = -6.38 eV
Gap between HOMO and LUMO = 0.19523 hartree

=====

Record 2
ORCA calculation (the ωB97M-V functional and the def2-TZVPD basis) on one molecule with the formula C7H11N at a distorted geometry.

Structure (XYZ):
```
19
Properties=species:S:1:pos:R:3
N 0.480 1.275 1.146
C 0.443 -2.958 -0.027
C -0.455 1.655 0.204
C 1.080 0.101 0.750
C -0.632 0.548 -0.623
C -1.234 2.914 0.185
C 0.466 -1.743 -0.962
C 0.332 -0.425 -0.276
H -1.417 0.473 -1.361
H 0.275 -3.871 -0.585
H -0.938 3.606 0.975
H 1.421 -1.858 -1.524
H -2.292 2.718 0.389
H -0.355 -2.743 0.688
H 2.019 -0.257 1.142
H 1.240 -3.001 0.723
H 0.923 1.930 1.770
H -1.187 3.460 -0.762
H -0.169 -1.826 -1.851
```

Calculated values
Relative energy (zero: lowest compared OMol25 entry of this formula, charge and spin) = 73.2 kJ/mol
HOMO energy = -7.70 eV
Gap between HOMO and LUMO = 0.32056 hartree

=====

Record 3
ORCA calculation (the ωB97M-V functional and the def2-TZVPD basis) on C11H30ClCoIOP3 as an isolated structure at a distorted geometry.

Structure (XYZ):
```
48
Properties=species:S:1:pos:R:3
I 0.151 -1.597 -3.267
Co -0.026 -0.559 0.173
Cl -0.160 -2.722 0.156
P -2.090 -0.028 -0.202
P 2.060 -0.032 -0.159
P -0.076 -0.202 2.319
O 0.003 1.434 -3.396
C 2.976 1.273 0.784
C 1.373 -1.018 3.100
C 0.027 0.516 -5.628
C -3.328 -1.237 0.430
C 2.696 0.315 -1.850
C 0.066 0.460 -4.132
C -2.714 1.491 0.640
C 3.093 -1.523 0.270
C -1.423 -0.859 3.397
C -2.757 0.168 -1.877
C 0.065 1.576 2.839
H 3.741 0.636 -1.798
H 4.155 -1.290 0.113
H -0.881 2.068 2.599
H 2.042 1.052 -2.293
H 1.195 -0.978 4.177
H -2.831 -0.821 -2.317
H 0.912 -0.001 -6.049
H 2.314 -0.502 2.855
H -2.092 0.816 -2.438
H -3.782 1.636 0.443
H 2.941 -1.800 1.315
H -3.242 -1.363 1.517
H -4.352 -0.917 0.194
H 0.033 1.562 -5.973
H -1.674 -1.875 3.077
H 2.987 1.082 1.864
H 2.775 -2.346 -0.380
H -0.897 0.024 -5.969
H -2.155 2.337 0.230
H -3.128 -2.201 -0.054
H 0.264 1.557 3.917
H 4.012 1.303 0.407
H -3.768 0.604 -1.806
H 0.868 2.117 2.336
H 2.489 2.229 0.574
H -1.033 -0.889 4.418
H -2.556 1.428 1.718
H 2.625 -0.622 -2.397
H 1.423 -2.059 2.746
H -2.319 -0.240 3.382
```

Calculated values
Relative energy (zero: lowest compared OMol25 entry of this formula, charge and spin) = 0.0 kJ/mol
HOMO energy (alpha / beta) = -15.32 / -15.63 eV
Gap between HOMO and LUMO (alpha / beta) = 0.36028 / 0.22331 hartree
Spin multiplicity = 5
Total charge = +2

=====

Record 4
ORCA calculation (the ωB97M-V functional and the def2-TZVPD basis) on C6H9ClO as an isolated structure at a distorted geometry.

Structure (XYZ):
```
17
Properties=species:S:1:pos:R:3
Cl 1.492 0.490 2.039
O -1.719 0.001 -0.181
C 0.806 -0.226 -1.476
C 1.337 1.025 -0.669
C -0.903 0.602 0.750
C 0.619 0.323 0.476
C 0.608 -1.103 -0.144
C -2.043 -0.309 1.143
H 1.436 -1.554 0.065
H -2.865 -0.037 1.690
H 2.524 0.933 -0.348
H 1.382 -0.426 -2.386
H 0.974 1.892 -1.242
H -0.328 0.031 -1.776
H -1.966 -1.459 1.136
H -1.134 1.677 1.090
H -0.220 -1.858 -0.166
```

Calculated values
Relative energy (zero: lowest compared OMol25 entry of this formula, charge and spin) = 398.1 kJ/mol
HOMO energy = -9.94 eV
Gap between HOMO and LUMO = 0.40099 hartree

=====

Record 5
ORCA calculation (the ωB97M-V functional and the def2-TZVPD basis) on a 2-piece molecular cluster, C29H53BF2N3O3P2 overall at a distorted geometry.

Structure (XYZ):
```
93
Properties=species:S:1:pos:R:3
P 1.043 -3.175 -0.006
P 1.600 4.992 0.286
F 1.231 3.261 2.752
F -3.355 2.114 -2.413
O 2.848 4.036 0.742
O -2.246 5.786 -1.443
O -0.286 4.813 -2.306
N -3.243 1.852 2.113
N 1.725 6.344 1.355
N -0.858 1.846 3.641
C -0.020 -6.294 2.535
C -1.946 7.104 -0.962
C -2.773 7.457 0.270
C 2.214 -4.528 0.176
C -3.111 1.177 3.218
C -1.927 1.186 3.978
C 1.562 1.250 -0.643
C -2.213 3.311 0.500
C -3.547 1.870 -1.053
C 3.570 -4.717 -2.056
C 2.693 -5.853 -2.572
C 1.997 -1.550 -2.982
C 1.765 -1.695 0.720
C -0.398 -3.593 1.012
C 0.265 -3.021 -1.627
C -4.810 1.069 -0.821
C 1.491 -0.291 -3.684
C -0.264 -3.724 2.537
C 0.115 3.293 1.995
C -0.980 2.543 2.478
C 3.577 -4.544 -0.538
C -2.154 2.563 1.713
C 0.435 0.331 -0.184
C 0.086 4.034 0.841
C 0.451 -4.957 3.101
C -3.492 3.221 -0.308
C -1.123 4.051 0.055
C 0.950 -2.681 -2.964
C 0.829 -0.517 1.025
B -1.199 4.899 -1.296
H 2.472 0.704 -0.902
H -3.963 0.608 3.560
H 0.813 6.792 1.383
H 1.253 1.811 -1.525
H 2.456 -4.512 1.241
H -0.073 -0.887 1.522
H 2.336 -1.311 -1.972
H -0.152 3.917 -2.626
H 4.128 -3.635 -0.283
H 0.218 -2.827 2.938
H 0.634 -7.097 2.871
H 0.151 -2.429 -3.663
H 1.533 -4.860 2.984
H -3.279 8.410 0.152
H 0.290 -4.962 4.180
H -4.650 0.433 0.042
H -1.898 0.617 4.897
H 2.205 0.525 -3.581
H -0.423 0.950 0.093
H -0.859 -4.485 0.581
H -0.017 -6.316 1.443
H -1.115 -2.789 0.816
H 1.925 6.035 2.309
H -3.550 4.034 -1.013
H 1.386 -3.593 -3.373
H 1.681 -5.467 0.012
H 1.326 0.128 1.752
H 1.670 -5.800 -2.193
H -4.313 3.232 0.400
H 1.356 -0.478 -4.749
H 2.875 -1.897 -3.528
H -1.031 -6.525 2.870
H -5.672 1.702 -0.644
H 0.533 0.042 -3.280
H -0.222 -3.995 -1.764
H 3.164 4.223 1.636
H 4.598 -4.881 -2.385
H -3.525 6.700 0.468
H -2.697 1.265 -0.739
H -2.149 7.549 1.154
H -0.572 -2.331 -1.479
H 2.631 -5.819 -3.659
H 1.807 1.966 0.137
H 3.104 -6.825 -2.294
H -1.281 -3.719 2.935
H 3.273 -3.774 -2.514
H -2.077 7.835 -1.751
H 4.141 -5.370 -0.100
H 0.099 -0.299 -1.013
H 2.634 -1.365 0.147
H 2.182 -2.044 1.672
H -4.973 0.409 -1.669
H -0.889 7.142 -0.680
```

Calculated values
HOMO energy = -10.43 eV
Gap between HOMO and LUMO = 0.28285 hartree
Total charge = +1

=====

Record 6
ORCA calculation (the ωB97M-V functional and the def2-TZVPD basis) on C32H24BrF3FeN4O4 as an isolated structure.

Structure (XYZ):
```
69
Properties=species:S:1:pos:R:3
Br -1.531 1.394 6.346
Fe 0.184 -0.744 1.058
F 6.476 3.851 -4.372
F 7.843 2.286 -3.772
F 7.582 4.037 -2.530
O -3.479 -3.207 -4.461
O 0.982 -2.369 1.736
O -4.622 2.666 -2.767
O 0.763 -4.252 2.930
N 0.507 0.360 2.951
N -1.325 0.630 0.272
N -1.541 -1.739 2.084
N -0.587 -1.694 -0.720
C -1.990 -3.694 3.377
C 3.740 2.682 -1.388
C -2.021 -1.566 -2.603
C 5.801 1.110 -2.396
C 5.813 2.484 -2.575
C -0.434 0.573 3.875
C 1.701 0.150 0.085
C 4.752 0.517 -1.712
C -2.075 -3.345 -4.366
C -1.135 -2.874 2.660
C 1.172 1.429 5.422
C -2.833 1.108 -1.507
C 4.785 3.272 -2.072
C -1.585 1.835 0.790
C -1.539 -2.784 -3.070
C -0.141 1.112 5.112
C -4.094 3.283 -1.616
C -1.519 -1.040 -1.427
C 6.936 3.158 -3.315
C -1.922 0.273 -0.875
C 0.319 -3.239 2.451
C 1.777 0.670 3.239
C -3.748 -2.157 2.875
C -3.318 -3.326 3.491
C 2.628 0.678 -0.503
C -3.120 2.347 -0.961
C -0.115 -2.859 -1.155
C 2.143 1.200 4.463
C -0.567 -3.438 -2.328
C -2.829 -1.393 2.183
C -2.470 2.718 0.213
C 3.713 1.296 -1.205
H 4.807 4.344 -2.216
H -5.225 3.272 -3.208
H -1.053 2.091 1.696
H -1.662 -2.769 -5.196
H 6.606 0.506 -2.787
H 1.424 1.842 6.389
H -2.643 3.682 0.672
H -1.589 -4.596 3.818
H -1.450 0.304 3.623
H 2.934 3.286 -0.993
H -4.879 3.529 -0.893
H 2.500 0.483 2.456
H -4.014 -3.941 4.045
H 4.735 -0.554 -1.563
H -4.779 -1.839 2.932
H 0.640 -3.328 -0.537
H -2.786 -1.054 -3.169
H 3.181 1.428 4.659
H -1.751 -4.380 -4.493
H -3.903 -3.876 -3.913
H -3.318 0.819 -2.426
H -3.567 4.213 -1.862
H -3.123 -0.473 1.694
H -0.160 -4.387 -2.650
```

Calculated values
Relative energy (zero: lowest compared OMol25 entry of this formula, charge and spin) = 0.0 kJ/mol
HOMO energy (alpha / beta) = -10.90 / -10.90 eV
Gap between HOMO and LUMO (alpha / beta) = 0.27760 / 0.24980 hartree
Spin multiplicity = 6
Total charge = +1

=====

Record 7
ORCA calculation (the ωB97M-V functional and the def2-TZVPD basis) on one molecule with the formula C5H8O at a distorted geometry.

Structure (XYZ):
```
14
Properties=species:S:1:pos:R:3
O -1.347 0.875 -0.128
C 1.099 0.442 0.043
C -0.515 0.454 0.800
C 2.125 1.164 -0.577
C -2.739 0.404 0.374
C 1.398 -1.109 0.265
H 1.844 -1.530 -0.632
H 2.916 0.526 -1.141
H 2.247 2.234 -0.621
H -3.357 0.418 -0.551
H -2.603 -0.483 0.935
H -2.946 1.185 1.079
H 0.328 -1.615 0.485
H 2.061 -1.199 1.089
```

Calculated values
Relative energy (zero: lowest compared OMol25 entry of this formula, charge and spin) = 205.0 kJ/mol
HOMO energy (alpha / beta) = -6.57 / -9.32 eV
Gap between HOMO and LUMO (alpha / beta) = 0.27975 / 0.29538 hartree
Spin multiplicity = 3

=====

For each record above, in turn, the calculated energy values are -1019.40256 -328.06009 -3676.50130 -769.29287 -2433.99736 -5890.97290 -270.26504 a.u..